No. 1
The following is a DFT calculation (ωB97M-V with the def2-TZVPD basis set) of a structure of composition C7H13NO2PPr.

```
! RIJCOSX wB97M-V def2-TZVPD def2/J DEFGRID3
* xyz 0 3
C 0.27621 -0.75898 -1.77612
C -0.54547 0.09042 -2.45411
C -0.58204 1.50230 -2.17859
C 0.46923 2.15183 -1.43418
C 1.29035 1.52341 -0.54649
Pr -0.62107 0.39587 0.08131
P 0.10726 -2.44765 0.53263
H 0.67646 -1.73157 -2.09444
H -1.27112 -0.23208 -3.21447
H -1.30935 2.13527 -2.69581
H 2.22097 1.98613 -0.21191
H 0.54594 3.24067 -1.61486
H 1.41246 -2.67710 1.03480
H 0.05939 -3.47707 -0.47612
H -0.53372 -3.20706 1.52330
N 0.69094 1.79004 4.62785
C 0.01607 0.46974 4.62750
C -0.17845 0.14648 3.16279
O -0.28087 -1.03044 2.75190
O -0.21021 1.21174 2.42377
H 1.69088 1.57763 4.64141
H 0.49437 2.34885 5.46104
H 0.43161 2.29350 3.74323
H 0.62368 -0.27671 5.13243
H -0.94892 0.56058 5.11534
*
```

For the gap between HOMO and LUMO (alpha / beta), the calculation gives 4.044 / 4.078 eV. For the largest force on an atom, the calculation gives 2.60 eV Å⁻¹. For the HOMO energy (alpha / beta), the calculation gives -0.1871 / -0.1884 Eh. The calculation puts the energy at -36405.8906 eV.

Here are the Mulliken charges for atoms 1 to 8, given in e: -0.790 -0.225 -0.484 -0.073 -0.884 0.498 -0.015 0.394


No. 2
The following is a DFT calculation (ωB97M-V with the def2-TZVPD basis set) of a structure of composition C7H13NO2PSc.

```
! RIJCOSX wB97M-V def2-TZVPD def2/J DEFGRID3
* xyz 0 1
C 0.95761 -1.06324 -2.72330
C -0.28376 -0.55549 -3.14801
C -0.44635 0.78916 -2.80567
C 0.81793 1.16669 -2.12453
C 1.68016 0.02867 -2.12715
Sc -0.24951 -0.21832 -0.85352
P 0.88052 -2.30029 -0.12918
H 1.22314 -2.18156 -2.82559
H -1.10444 -1.01718 -3.63337
H -1.28590 1.54319 -2.92729
H 2.55185 0.11097 -1.39678
H 1.17320 2.19631 -1.86826
H 2.12768 -2.17757 0.57469
H 1.04939 -3.45410 -0.72760
H 0.03168 -2.81260 0.99842
N -0.37978 1.27016 3.42178
C -1.67260 1.00360 2.75382
C -1.17019 0.65264 1.33925
O 0.07679 0.43174 1.28040
O -1.82294 0.61774 0.23201
H 0.25362 0.50986 3.11510
H -0.25258 1.52295 4.39953
H 0.15618 1.98348 2.94687
H -2.00195 0.12337 3.27090
H -2.30974 1.82983 2.95747
*
```

As for the energy relative to the best compared isomer or geometry (same formula, charge and spin): 0.0 kJ/mol. For the gap between HOMO and LUMO (alpha / beta), the calculation gives 3.474 / 6.155 eV. For the largest force on an atom, the calculation gives 3.75 eV Å⁻¹. For the HOMO energy (alpha / beta), the calculation gives -0.1266 / -0.2177 Eh. The calculation puts the energy at -43039.8374 eV.

Here are the Mulliken charges for atoms 1 to 8, given in e: -0.624 -0.213 -0.725 -0.114 -0.458 -0.833 -0.014 0.512


No. 3
The following is a DFT calculation (ωB97M-V with the def2-TZVPD basis set) of an isolated molecule of C7H13NO3S.

```
! RIJCOSX wB97M-V def2-TZVPD def2/J DEFGRID3
* xyz 0 1
C 0.22121 2.27840 0.51493
C 0.66174 0.79247 2.49540
C 0.21334 2.14907 2.06407
C 1.17715 0.24648 -1.08278
C -0.75169 -0.94378 -2.05997
C 0.57258 -1.97835 -0.17731
C 0.03856 -0.66990 -0.77655
N 1.85956 0.39405 2.17608
O 2.35289 -0.69858 2.45913
O 2.56579 1.23739 1.42577
O -1.06406 2.47046 2.54360
S 1.68934 1.60131 -0.33273
H -0.66151 1.79901 0.09764
H 0.20465 3.33396 0.24825
H 0.04587 0.14839 3.09691
H 0.88942 2.91526 2.47326
H 1.90504 -0.12416 -1.78784
H -1.16036 -0.02160 -2.47206
H -1.57070 -1.62845 -1.85702
H -0.10535 -1.39362 -2.80992
H 1.23343 -2.48045 -0.87934
H -0.25561 -2.64361 0.05619
H 1.13213 -1.79141 0.73645
H -0.63863 -0.22645 -0.03877
H -1.62713 1.68755 2.50307
*
```

As for the energy relative to the best compared isomer or geometry (same formula, charge and spin): 576.8 kJ/mol. For the gap between HOMO and LUMO, the calculation gives 8.409 eV. For the largest force on an atom, the calculation gives 1.38 eV Å⁻¹. For the HOMO energy, the calculation gives -0.3049 Eh. The calculation puts the energy at -25932.4167 eV.

Here are the Mulliken charges for atoms 1 to 8, given in e: -0.787 -0.772 0.194 -0.370 -1.642 -1.413 1.203 0.958


No. 4
The following is a DFT calculation (ωB97M-V with the def2-TZVPD basis set) of a structure of composition C7H13NOPTc.

```
! RIJCOSX wB97M-V def2-TZVPD def2/J DEFGRID3
* xyz 1 4
C 0.77850 1.48867 -1.47409
C 0.45066 2.93862 -1.32841
C -0.92783 3.17090 -1.52093
C -1.57510 1.94481 -1.81958
C -0.64099 0.82840 -1.64171
Tc 0.56927 0.37436 0.29321
P 2.75160 0.11385 0.88046
H 1.64972 1.12168 -2.07229
H 1.23405 3.67383 -1.21336
H -1.44212 4.14262 -1.43683
H -0.76540 -0.08142 -2.24432
H -2.62979 1.85196 -2.08937
H 3.19398 0.36886 2.24393
H 3.68470 0.95409 0.16279
H 3.31295 -1.20058 0.63634
C -1.67999 -3.14393 0.78578
C -0.89721 -1.97179 1.21808
N -0.39060 -1.78859 2.43495
O -0.63276 -1.08502 0.35118
H -1.73572 -3.86191 1.59322
H -1.20856 -3.59258 -0.09137
H -2.69316 -2.85292 0.50184
H 0.13306 -0.93964 2.66402
H -0.53924 -2.45427 3.16646
*
```

As for the energy relative to the best compared isomer or geometry (same formula, charge and spin): 207.9 kJ/mol. For the gap between HOMO and LUMO (alpha / beta), the calculation gives 6.688 / 7.073 eV. For the largest force on an atom, the calculation gives 3.51 eV Å⁻¹. For the HOMO energy (alpha / beta), the calculation gives -0.4008 / -0.4088 Eh. The calculation puts the energy at -22484.3510 eV.

Here are the Mulliken charges for atoms 1 to 8, given in e: -0.442 -0.393 -0.607 -0.166 -0.574 0.670 -0.240 0.491


No. 5
The following is a DFT calculation (ωB97M-V with the def2-TZVPD basis set) of an isolated molecule of C7H13NOS.

```
! RIJCOSX wB97M-V def2-TZVPD def2/J DEFGRID3
* xyz 0 1
C 2.54538 1.17782 0.00619
C 2.53503 -0.26906 -0.50118
S 2.02418 -1.47182 0.75522
C 0.23315 -1.72691 0.48864
C -0.53979 -0.49527 0.08462
C -1.41728 0.14406 1.17309
C -2.57789 0.73946 0.33583
C -2.27153 0.42101 -1.10836
O -2.63870 0.96200 -2.07595
N -1.40698 -0.71632 -1.11833
H 1.60986 1.68825 -0.18689
H 2.69825 1.21749 1.07076
H 3.31625 1.74470 -0.49184
H 1.82908 -0.31889 -1.31395
H 3.52624 -0.49394 -0.84841
H 0.11579 -2.51435 -0.23449
H -0.15833 -2.11816 1.41217
H 0.06886 0.34294 -0.22010
H -1.74707 -0.54806 1.93020
H -0.79685 0.91069 1.60325
H -3.40493 0.07169 0.54013
H -2.76550 1.76434 0.58718
H -0.77724 -0.51168 -1.88777
*
```

As for the energy relative to the best compared isomer or geometry (same formula, charge and spin): 9.8 kJ/mol. Its SMILES is CCSC[C@@H]1CCC(=O)N1. For the gap between HOMO and LUMO, the calculation gives 9.475 eV. For the largest force on an atom, the calculation gives 3.18 eV Å⁻¹. For the HOMO energy, the calculation gives -0.3203 Eh. The calculation puts the energy at -21842.3107 eV.

Here are the Mulliken charges for atoms 1 to 8, given in e: -1.025 -0.422 -0.150 -0.914 0.866 -1.010 -0.440 0.303


No. 6
The following is a DFT calculation (ωB97M-V with the def2-TZVPD basis set) of an isolated molecule of C7H13NOS.

```
! RIJCOSX wB97M-V def2-TZVPD def2/J DEFGRID3
* xyz 0 3
C 2.64439 -1.23193 0.85112
C -1.48853 0.64673 0.35049
C -0.06494 1.31148 0.65788
C 0.96522 0.39743 0.25966
C -0.57448 -1.89327 0.08227
C -0.06114 2.59138 -0.22783
C -0.73972 -2.01330 -1.40976
N 1.93790 -0.07290 1.04927
O 2.43716 -1.95488 -0.10823
S -1.59025 -0.97346 1.10588
H 3.31042 -1.45476 1.65934
H -2.26992 1.36567 0.69078
H -1.59314 0.43424 -0.65734
H -0.18540 1.59688 1.77434
H 1.34864 0.50330 -0.81104
H 0.10734 -2.54982 0.51204
H -0.32290 2.02944 -1.23411
H 0.81249 3.27343 -0.34701
H -0.96151 3.22022 -0.01548
H -0.26792 -1.10087 -1.96800
H -1.77284 -1.94053 -1.70918
H -0.25734 -2.93071 -1.83572
H 2.03311 0.51899 1.91767
*
```

As for the energy relative to the best compared isomer or geometry (same formula, charge and spin): 0.0 kJ/mol. For the gap between HOMO and LUMO (alpha / beta), the calculation gives 7.040 / 8.580 eV. For the largest force on an atom, the calculation gives 4.13 eV Å⁻¹. For the HOMO energy (alpha / beta), the calculation gives -0.2313 / -0.3276 Eh. The calculation puts the energy at -21838.4509 eV.

Here are the Mulliken charges for atoms 1 to 8, given in e: -0.083 -1.014 0.601 -0.653 -0.325 -1.268 -1.008 -0.029